<one>
An isolated molecule of C21H31N3O4, computed with ωB97M-V/def2-TZVPD.

Last column: Löwdin charge in e.
Element x y z (Å)
1 O 5.220 -1.078 -0.281  0.0396
2 O 1.448 3.817 0.256  0.0647
3 O 0.353 -2.149 2.084  -0.0998
4 O -3.879 -1.202 -0.329  -0.2208
5 N 3.311 -0.340 0.648  -0.0319
6 N -0.082 2.314 -0.410  -0.0400
7 N -2.552 1.398 0.761  -0.1630
8 C -1.168 3.250 -0.181  -0.1123
9 C -4.470 -0.014 0.152  -0.1993
10 C 1.796 -2.191 0.221  -0.1292
11 C 0.996 -2.844 -1.960  -0.0843
12 C 0.516 -2.410 0.752  -0.2390
13 C 2.277 1.642 -0.320  -0.2055
14 C 2.929 -1.677 1.074  -0.0715
15 C -0.260 -3.069 -1.429  -0.0832
16 C 2.015 -2.410 -1.130  -0.0228
17 C -3.688 1.279 -0.133  -0.1696
18 C 1.187 2.689 -0.124  -0.4177
19 C -0.576 0.988 -0.706  -0.1070
20 C -0.503 -2.860 -0.082  -0.0310
21 C -1.457 0.500 0.459  -0.1508
22 C -0.864 -2.504 2.698  -0.0730
23 C 3.653 2.291 -0.436  -0.1450
24 C 4.441 -0.163 -0.070  -0.4601
25 C -4.010 -1.411 -1.713  -0.1049
26 C 2.351 0.711 0.892  -0.0845
27 C -2.052 2.744 0.969  -0.1526
28 C 4.716 1.216 -0.650  -0.0710
29 H -4.360 2.116 0.069  0.1251
30 H -1.068 -3.573 2.587  0.1007
31 H 2.080 1.056 -1.222  0.1526
32 H 3.006 -2.241 -1.524  0.1190
33 H 1.389 0.242 1.103  0.1089
34 H 3.669 3.003 -1.263  0.1237
35 H 0.228 0.276 -0.877  0.1072
36 H 2.642 1.298 1.774  0.1498
37 H -1.064 -3.416 -2.062  0.0993
38 H -4.537 -0.146 1.235  0.1288
39 H -1.452 2.727 1.884  0.1289
40 H -5.060 -1.351 -2.023  0.0907
41 H -2.893 3.422 1.120  0.1193
42 H -3.427 -0.691 -2.299  0.0827
43 H -1.704 -1.928 2.300  0.0853
44 H -3.416 1.316 -1.199  0.1113
45 H -1.493 -3.040 0.306  0.1029
46 H -0.841 0.425 1.361  0.1227
47 H -5.484 0.084 -0.262  0.1199
48 H 5.680 1.543 -0.255  0.1255
49 H -0.735 -2.270 3.754  0.0976
50 H 1.184 -3.011 -3.010  0.1011
51 H 4.867 1.043 -1.720  0.1264
52 H 3.812 -2.309 0.948  0.1320
53 H -1.175 1.045 -1.623  0.1263
54 H -1.861 -0.484 0.224  0.0966
55 H 3.846 2.857 0.477  0.1206
56 H -3.632 -2.412 -1.909  0.0829
57 H 2.637 -1.654 2.126  0.1308
58 H -0.730 4.217 0.069  0.1200
59 H -1.755 3.344 -1.101  0.1271

The orbital gap is 8.915 eV. As for the SMILES: COCCN1CCN(C(=O)[C@H]2CCC(=O)N(Cc3ccccc3OC)C2)CC1. For the HOMO energy, the calculation gives -8.25 eV.


<two>
A structure of composition C21H31N3O4, computed with ωB97M-V/def2-TZVPD.

Last column: Löwdin charge in e.
Element x y z (Å)
1 O -3.549 -2.393 0.107  -0.0538
2 O -0.509 1.361 -2.825  0.1819
3 O 3.415 1.597 0.576  -0.1248
4 O -0.699 1.572 2.030  -0.0563
5 N 0.403 -0.370 -0.031  -0.0758
6 N -2.205 1.934 0.192  -0.0854
7 N -0.879 -0.636 -2.398  0.1464
8 C 2.804 -0.792 0.579  -0.1672
9 C 0.371 -1.720 -0.890  -0.1295
10 C -0.765 -2.098 -1.744  -0.0269
11 C -3.201 -2.228 1.356  -0.2213
12 C 0.223 1.861 -0.161  -0.0625
13 C 4.545 -2.508 0.332  -0.0766
14 C -4.248 -0.219 -0.153  -0.1182
15 C -2.621 -0.732 1.631  -0.0592
16 C 0.612 0.409 -0.891  -0.3332
17 C -0.786 1.895 0.678  -0.2697
18 C 3.312 -2.093 0.432  -0.1093
19 C 4.174 2.601 0.537  -0.2211
20 C -3.691 0.375 1.115  -0.2686
21 C 1.455 -0.614 1.051  -0.0657
22 C 5.076 -0.201 -0.121  -0.0721
23 C -2.638 2.741 -0.772  -0.1379
24 C 5.434 -1.417 -0.054  -0.1161
25 C -4.560 -1.691 -0.208  -0.2732
26 C -3.152 1.691 1.210  -0.2271
27 C -0.310 0.432 -2.315  -0.6528
28 C 3.800 0.211 0.398  -0.0768
29 H -2.398 -0.699 2.623  0.0794
30 H -4.052 2.167 1.015  0.1063
31 H 4.641 2.681 -0.581  0.1385
32 H -2.472 3.900 -1.010  0.1447
33 H 0.359 -2.575 -0.025  0.1606
34 H -3.547 2.503 -1.143  0.0553
35 H 1.762 0.594 -1.362  0.2038
36 H 5.094 -3.469 0.194  0.1247
37 H -0.597 -2.934 -2.252  0.0828
38 H 2.739 -3.020 0.883  0.1589
39 H 5.004 2.634 1.158  0.0617
40 H 6.549 -1.421 -0.206  0.1315
41 H -4.731 0.204 2.058  0.2298
42 H 1.389 -1.854 -1.489  0.1629
43 H -2.348 -2.723 1.768  0.1186
44 H -5.498 -1.743 0.377  0.1575
45 H -1.639 -1.939 -1.092  0.1123
46 H 3.451 3.488 0.752  0.1383
47 H -1.789 -0.723 1.002  0.0625
48 H -0.025 2.721 -1.086  0.2097
49 H -4.842 -1.958 -1.027  0.0481
50 H -4.925 0.356 -0.439  0.0407
51 H 1.507 0.444 1.482  0.1460
52 H -3.448 0.077 -0.858  0.1332
53 H 1.082 2.073 0.364  0.0729
54 H -1.940 2.438 -1.590  0.0750
55 H 5.716 0.720 -0.239  0.1295
56 H 1.113 -1.316 1.688  0.0963
57 H -1.389 -0.867 -3.226  0.1463
58 H -3.998 -2.350 1.987  0.0940
59 H -2.956 1.813 2.260  0.1308

The orbital gap is 8.903 eV. For the HOMO energy, the calculation gives -8.34 eV.


Need the numbers? Relative energies in kJ/mol: <one> 0.0; <two> 1801.7.


<one>
A cluster of 15 separate species, C30H90O15 in total, computed with ωB97M-V/def2-TZVPD.

Last column: Löwdin charge in e.
Element x y z (Å)
1 O -11.975 -17.962 18.629  -0.0796
2 O -9.590 -11.324 12.106  -0.0959
3 O -7.322 -17.839 10.716  -0.0843
4 O -10.193 -12.722 14.793  -0.0968
5 O -12.098 -10.024 22.196  -0.0603
6 O -6.055 -15.732 14.295  -0.0623
7 O -5.742 -16.471 21.125  -0.0855
8 O -14.773 -16.805 19.797  -0.0944
9 O -12.785 -13.933 24.220  -0.0928
10 O -3.550 -11.399 15.906  -0.1078
11 O -5.784 -21.243 16.956  -0.0934
12 O -8.898 -15.191 15.539  -0.0812
13 O -5.275 -15.265 11.337  -0.0843
14 O -13.372 -18.549 14.456  -0.0975
15 O -5.809 -21.041 19.519  -0.0969
16 C -11.959 -18.435 14.360  -0.2887
17 C -8.615 -11.678 11.132  -0.2723
18 C -12.024 -14.922 22.298  -0.0736
19 C -12.156 -19.350 18.903  -0.3158
20 C -8.973 -15.355 16.932  -0.3186
21 C -13.001 -15.104 23.476  -0.3086
22 C -3.811 -12.410 14.928  -0.2680
23 C -7.806 -19.847 20.326  -0.0744
24 C -6.529 -20.658 15.906  -0.2961
25 C -6.268 -20.117 20.472  -0.3045
26 C -7.479 -17.971 12.127  -0.3155
27 C -10.814 -10.396 21.909  -0.3499
28 C -3.743 -11.597 13.606  -0.0881
29 C -4.105 -16.003 11.104  -0.3484
30 C -3.971 -16.518 15.099  -0.0657
31 C -3.688 -15.810 9.674  -0.0835
32 C -15.056 -14.601 18.897  -0.0457
33 C -6.303 -14.378 20.118  -0.1061
34 C -6.820 -15.688 20.565  -0.3054
35 C -5.305 -15.922 15.421  -0.3694
36 C -8.715 -16.800 17.248  -0.0842
37 C -8.416 -16.889 12.518  -0.0860
38 C -8.806 -11.125 15.830  -0.0774
39 C -11.630 -19.779 13.780  -0.1101
40 C -10.264 -11.692 15.765  -0.2710
41 C -7.201 -11.534 11.757  -0.0876
42 C -7.660 -21.623 15.661  -0.0726
43 C -15.203 -16.161 18.653  -0.3091
44 C -10.710 -11.804 21.303  -0.0675
45 C -11.321 -20.167 17.953  -0.0753
46 H -13.209 -19.613 18.797  0.1030
47 H -4.139 -17.052 11.399  0.1123
48 H -8.473 -16.558 13.555  0.0504
49 H -10.450 -12.016 16.789  0.1063
50 H -4.099 -17.363 14.423  0.0739
51 H -14.063 -15.104 23.232  0.1108
52 H -11.451 -20.045 16.878  0.0540
53 H -14.207 -14.346 19.531  0.0601
54 H -11.684 -12.287 21.217  0.0529
55 H -8.226 -16.036 11.867  0.0804
56 H -14.729 -14.125 17.972  0.0607
57 H -8.367 -20.763 20.145  0.0632
58 H -12.703 -17.449 18.988  0.0407
59 H -7.949 -18.936 12.319  0.1057
60 H -12.528 -14.183 21.675  0.0453
61 H -10.002 -15.188 17.252  0.1197
62 H -5.905 -20.630 15.013  0.1114
63 H -7.172 -16.206 19.673  0.0919
64 H -5.600 -14.366 19.285  0.0780
65 H -5.794 -16.649 16.070  0.0930
66 H -8.540 -10.809 10.479  0.1044
67 H -10.096 -10.536 11.892  0.0936
68 H -10.271 -19.912 18.099  0.0637
69 H -10.383 -11.761 20.264  0.0616
70 H -3.437 -16.895 15.971  0.0843
71 H -11.600 -17.578 13.789  0.1151
72 H -16.009 -14.120 19.121  0.0671
73 H -7.999 -19.256 19.431  0.0454
74 H -5.950 -20.433 21.465  0.1072
75 H -7.557 -15.524 21.352  0.1169
76 H -10.910 -10.857 15.494  0.1082
77 H -5.250 -21.891 16.490  0.1049
78 H -7.745 -17.192 16.940  0.0550
79 H -16.215 -16.513 18.449  0.1087
80 H -6.933 -15.533 14.630  0.0549
81 H -6.888 -16.998 10.550  0.0542
82 H -7.161 -10.603 12.323  0.0683
83 H -14.927 -17.744 19.670  0.0820
84 H -10.082 -12.458 21.908  0.0592
85 H -3.784 -14.789 9.303  0.0797
86 H -10.548 -9.658 21.152  0.1021
87 H -10.585 -20.035 13.610  0.0581
88 H -14.595 -16.482 17.808  0.1010
89 H -3.343 -15.571 11.752  0.1016
90 H -10.028 -12.309 13.942  0.0545
91 H -12.049 -15.795 21.646  0.0660
92 H -8.299 -14.726 17.513  0.1042
93 H -6.799 -19.628 16.139  0.1088
94 H -6.355 -11.547 11.069  0.0749
95 H -4.136 -12.219 12.801  0.0551
96 H -8.125 -11.957 16.006  0.0673
97 H -4.260 -10.638 13.624  0.0680
98 H -2.940 -13.066 14.925  0.1067
99 H -5.258 -15.064 16.092  0.1077
100 H -2.672 -16.193 9.583  0.0757
101 H -11.594 -18.357 15.384  0.0827
102 H -7.191 -13.762 19.975  0.0689
103 H -7.094 -12.294 12.531  0.0613
104 H -7.288 -22.523 15.171  0.0854
105 H -9.473 -17.285 16.633  0.0700
106 H -11.017 -14.552 22.492  0.0669
107 H -5.744 -19.180 20.281  0.0898
108 H -13.254 -13.941 25.057  0.0815
109 H -11.599 -21.186 18.222  0.0822
110 H -10.033 -10.170 22.635  0.1108
111 H -13.687 -19.393 14.787  0.0737
112 H -3.414 -15.785 14.515  0.0640
113 H -9.418 -17.239 12.270  0.0729
114 H -6.085 -16.685 21.996  0.0725
115 H -9.301 -14.346 15.328  0.0454
116 H -12.038 -20.652 14.289  0.0716
117 H -12.408 -10.021 23.105  0.0933
118 H -5.515 -15.323 12.265  0.0445
119 H -2.751 -11.241 13.329  0.0684
120 H -5.914 -20.763 18.606  0.0231
121 H -11.921 -19.630 19.930  0.1100
122 H -12.769 -16.010 24.035  0.1031
123 H -5.845 -13.746 20.878  0.0759
124 H -8.797 -12.632 10.635  0.1150
125 H -8.924 -16.994 18.300  0.0672
126 H -8.467 -10.678 14.896  0.0570
127 H -4.286 -16.436 9.012  0.0720
128 H -8.815 -10.335 16.581  0.0699
129 H -8.289 -21.694 16.548  0.0785
130 H -8.200 -19.388 21.233  0.0634
131 H -6.521 -17.946 12.646  0.0950
132 H -2.646 -11.426 16.228  0.0773
133 H -8.355 -21.114 14.994  0.0587
134 H -12.063 -19.873 12.784  0.0802
135 H -4.786 -12.837 15.163  0.1004

The orbital gap is 9.703 eV. For the HOMO energy, the calculation gives -9.24 eV.


<two>
A cluster of 15 separate species, C30H90O15 in total, computed with ωB97M-V/def2-TZVPD.

Last column: Löwdin charge in e.
Element x y z (Å)
1 O -5.744 3.030 1.122  -0.0475
2 O 5.829 -1.889 -0.626  -0.0337
3 O 0.761 -5.290 0.818  -0.1291
4 O -2.025 -0.494 1.041  -0.0577
5 O 3.013 4.879 2.332  -0.1439
6 O 3.849 2.319 5.332  -0.0579
7 O -3.725 5.411 -1.156  -0.0506
8 O -1.378 -3.492 3.626  -0.0259
9 O 0.939 -1.158 6.242  -0.1317
10 O 3.419 -4.884 -1.789  -0.0488
11 O -3.985 1.381 3.836  -0.0392
12 O -2.440 0.123 -7.462  -0.0392
13 O 4.935 3.169 -6.026  -0.0816
14 O -8.207 -0.049 0.120  -0.0613
15 O -1.742 -7.353 -5.577  -0.0768
16 C 5.359 3.418 -4.663  -0.4678
17 C -8.004 -2.417 0.186  -0.0653
18 C -1.775 6.867 -1.278  -0.0370
19 C -2.361 -5.382 -4.645  -0.0518
20 C -0.300 1.062 1.256  -0.0704
21 C -2.385 0.889 -5.192  -0.0618
22 C -1.895 1.134 -6.633  -0.5247
23 C 0.091 -0.708 7.302  -0.1541
24 C 4.157 3.547 -3.714  -0.0460
25 C 5.704 1.071 6.299  -0.0759
26 C 5.043 -0.864 -0.137  -0.5257
27 C 4.398 -1.315 1.223  -0.0375
28 C 5.299 2.162 5.404  -0.5083
29 C -3.156 6.543 -0.572  -0.4870
30 C 0.069 -5.978 -5.068  -0.0622
31 C 6.247 4.648 -4.811  -0.0669
32 C 2.586 6.237 2.677  -0.1283
33 C -1.319 -5.414 5.085  -0.0447
34 C -6.695 -0.981 -1.477  -0.0534
35 C -0.432 1.014 -6.607  -0.0809
36 C -1.153 0.317 0.270  -0.4953
37 C -0.264 -0.622 -0.585  -0.0452
38 C -2.157 -4.357 4.348  -0.5408
39 C -7.249 -1.095 -0.033  -0.4841
40 C -3.174 -5.026 3.463  -0.0621
41 C -1.351 -6.001 -5.641  -0.4885
42 C -3.123 6.399 0.954  -0.0547
43 C 0.083 -6.456 0.369  -0.1522
44 C 5.874 0.356 -0.083  -0.0695
45 C 5.977 3.480 5.695  -0.0467
46 H -6.484 -1.084 0.743  0.1265
47 H 5.174 -1.533 1.956  0.0717
48 H -3.374 -5.436 -5.044  0.0784
49 H -4.112 6.518 1.396  0.0736
50 H 5.905 2.508 -4.418  0.1269
51 H 0.618 -0.124 8.057  0.0784
52 H 1.510 6.209 2.853  0.0654
53 H -4.417 0.736 4.395  0.0370
54 H 3.101 6.617 3.560  0.0724
55 H 3.808 -2.231 1.184  0.0653
56 H -0.729 -5.025 5.914  0.0692
57 H -2.603 7.217 1.452  0.0749
58 H -1.939 -6.139 5.612  0.0789
59 H 2.756 -4.963 -1.103  0.0099
60 H -2.383 0.144 1.662  0.0646
61 H 0.063 1.697 -5.917  0.0859
62 H -0.191 -0.028 -6.396  0.0921
63 H 5.607 4.291 5.067  0.0738
64 H -1.435 -5.610 -6.656  0.1350
65 H 0.247 -1.366 0.026  0.0724
66 H -0.613 -5.971 4.469  0.0794
67 H 4.428 3.946 -2.736  0.0773
68 H -3.504 1.942 4.444  0.0359
69 H 6.641 0.315 0.691  0.0800
70 H -0.587 -0.018 6.800  0.0691
71 H 0.260 -4.642 1.320  0.0654
72 H -2.196 -5.917 -3.710  0.0796
73 H -6.255 0.000 -1.656  0.0678
74 H -0.117 -7.122 1.209  0.0703
75 H 6.741 0.804 6.096  0.0888
76 H -1.081 6.031 -1.192  0.0749
77 H -1.936 6.956 -2.353  0.0647
78 H -3.900 7.316 -0.767  0.1255
79 H 6.742 4.839 -3.859  0.0748
80 H 6.388 0.599 -1.012  0.0821
81 H -1.693 1.019 -0.366  0.1324
82 H 3.524 1.416 5.349  0.0688
83 H 5.570 1.788 4.416  0.1281
84 H -3.458 1.056 -5.100  0.0719
85 H 5.649 5.541 -4.994  0.0801
86 H -0.004 1.210 -7.590  0.0833
87 H 0.475 -0.169 -1.246  0.0782
88 H -1.776 1.506 -4.531  0.0733
89 H 6.950 4.611 -5.644  0.0755
90 H 5.226 -2.488 -1.071  0.0852
91 H -2.750 -3.823 5.090  0.1302
92 H -1.234 7.758 -0.957  0.0717
93 H -2.184 2.134 -6.959  0.1357
94 H 2.748 6.864 1.801  0.0731
95 H 3.756 -0.584 1.714  0.0636
96 H -2.037 -4.345 -4.565  0.0700
97 H 3.392 4.224 -4.096  0.0776
98 H 3.701 2.563 -3.616  0.0735
99 H -0.449 -1.544 7.747  0.0752
100 H 3.884 -5.721 -1.771  0.0320
101 H 0.347 -4.930 -4.956  0.0790
102 H -0.897 -6.266 -0.068  0.0731
103 H -1.971 -2.909 3.147  0.0860
104 H 5.830 3.783 6.732  0.0829
105 H -5.207 3.566 0.539  0.0144
106 H 5.122 0.151 6.231  0.0866
107 H 4.244 -0.680 -0.855  0.1297
108 H -5.874 -1.682 -1.625  0.0732
109 H 0.692 -6.934 -0.398  0.0752
110 H -2.281 -0.147 -4.869  0.0795
111 H -7.582 -1.060 -2.106  0.0815
112 H -0.925 -1.259 -1.172  0.0722
113 H -2.865 -5.851 2.823  0.0808
114 H -8.350 -2.478 1.217  0.0723
115 H 0.240 0.284 1.796  0.0848
116 H 0.381 1.637 0.628  0.0826
117 H -3.586 -4.276 2.787  0.0771
118 H 5.715 2.838 -6.477  0.0765
119 H -7.771 0.784 0.315  0.0784
120 H -7.284 -3.217 0.015  0.0758
121 H 3.164 4.364 3.128  0.0494
122 H -0.971 -7.871 -5.817  0.0770
123 H 0.240 -6.495 -4.124  0.0841
124 H 5.715 1.417 7.333  0.0852
125 H -3.386 0.267 -7.385  0.0851
126 H 0.659 -6.422 -5.870  0.0768
127 H -3.633 5.587 -2.096  0.0840
128 H -2.718 5.449 1.301  0.0751
129 H -3.999 -5.400 4.070  0.0835
130 H 5.338 1.234 0.280  0.0797
131 H -8.899 -2.499 -0.431  0.0796
132 H -5.157 2.794 1.840  0.0058
133 H 7.044 3.379 5.499  0.0846
134 H 0.336 -1.662 5.690  0.0575
135 H -0.724 1.779 1.958  0.0774

The orbital gap is 9.703 eV. For the HOMO energy, the calculation gives -9.84 eV.


Need the numbers? Relative energies in kJ/mol: <one> 271.7; <two> 0.0.